A structure of composition C53H54Cl2HgIN3O2P2Te in a non-equilibrium geometry, computed with ωB97M-V/def2-TZVPD.

Geometry (Å):
Hg (4.8877, 0.3805, -0.2404)
C (7.3221, 3.0803, 0.9018)
C (7.6556, 1.9985, 1.9265)
P (6.9020, 0.4003, 1.3787)
C (8.1223, -0.5172, 0.4687)
C (8.2540, -1.8693, 0.6563)
C (9.1835, -2.6176, -0.1131)
C (10.0515, -1.9578, -0.9634)
C (10.0748, -0.5856, -0.9549)
C (9.1112, 0.1716, -0.3433)
C (6.6544, -0.4999, 2.8976)
C (5.2851, -0.8375, 3.2393)
C (5.0580, -1.5053, 4.4126)
C (6.0186, -1.5587, 5.4318)
C (7.3106, -1.0875, 5.1856)
C (7.6799, -0.7140, 3.8733)
C (5.9371, 3.6790, 0.9937)
P (4.5630, 2.8538, 0.1643)
C (4.1863, 3.6732, -1.4461)
C (5.2005, 3.6921, -2.4031)
C (4.9065, 4.2789, -3.6879)
C (3.6470, 4.8011, -3.9794)
C (2.6394, 4.7146, -2.9932)
C (2.9687, 4.2110, -1.7245)
C (3.1112, 3.0234, 1.2378)
C (1.9003, 2.4915, 0.7110)
C (0.7104, 2.4883, 1.3892)
C (0.6835, 3.1471, 2.5875)
C (1.8805, 3.5506, 3.2405)
C (3.1147, 3.3762, 2.6503)
H (7.4803, 2.7096, -0.0706)
H (8.0429, 3.8783, 1.0162)
H (7.3396, 2.3353, 2.9246)
H (8.7422, 1.8776, 2.1263)
H (7.6303, -2.4369, 1.3103)
H (9.2218, -3.7454, -0.1513)
H (10.8466, -2.4605, -1.5498)
H (10.7762, -0.0077, -1.6325)
H (9.0476, 1.3143, -0.3154)
H (4.4395, -0.5436, 2.6005)
H (4.1879, -2.1013, 4.6530)
H (5.6523, -1.8281, 6.4215)
H (8.0141, -1.1608, 5.9993)
H (8.8162, -0.6593, 3.6236)
H (5.8880, 4.6758, 0.4319)
H (5.5685, 3.9479, 2.0047)
H (6.2442, 3.3989, -2.2051)
H (5.7765, 4.2643, -4.3880)
H (3.4463, 5.0335, -5.0619)
H (1.6366, 5.1138, -3.1849)
H (2.2004, 4.3076, -0.9402)
H (2.0012, 1.8367, -0.1517)
H (-0.1254, 1.9850, 0.9813)
H (-0.2884, 3.2686, 3.0186)
H (1.8918, 4.0103, 4.2326)
H (4.0493, 3.6019, 3.2043)
I (3.8377, -4.7213, 3.6957)
O (0.7543, -3.5202, 3.9242)
N (1.8280, -3.4034, 4.3464)
Cl (3.2440, -4.5470, 0.0818)
C (2.3905, -3.1359, -0.0757)
C (1.1832, -3.0671, 0.6445)
C (0.2711, -1.9875, 0.3632)
C (0.6192, -0.9304, -0.5269)
C (1.8068, -0.9268, -1.1480)
Cl (2.3240, 0.0304, -2.5172)
C (2.8735, -1.8408, -0.6422)
N (4.1316, -1.5549, -0.7467)
H (0.7986, -3.9346, 1.1607)
H (-0.7825, -2.0567, 0.6105)
H (-0.0891, -0.1034, -0.6889)
C (-4.3073, 3.0244, -0.1476)
C (-4.0218, 1.6019, -0.6240)
O (-2.8405, 1.1647, -0.8688)
N (-5.1045, 0.7626, -0.5310)
Te (-5.0130, -1.0279, -1.3492)
C (-6.1417, -2.3359, 0.0153)
C (-6.1971, -1.9395, 1.3778)
C (-5.2621, -1.0108, 1.9625)
C (-7.3321, -2.2322, 2.1373)
C (-8.2925, -3.1306, 1.7230)
C (-9.5883, -3.3244, 2.5652)
C (-8.0873, -3.7846, 0.4803)
C (-7.0905, -3.3386, -0.3848)
C (-7.0352, -4.0212, -1.7382)
C (-6.7425, -0.7031, -2.6943)
C (-7.9727, -0.0717, -2.2502)
C (-8.2628, 0.2902, -0.8023)
C (-8.9409, 0.1931, -3.2355)
C (-8.7647, -0.2638, -4.5270)
C (-9.7669, 0.1275, -5.5870)
C (-7.6691, -0.9925, -4.9020)
C (-6.5431, -1.1185, -4.0339)
C (-5.2426, -1.7251, -4.5051)
H (-3.7653, 3.2137, 0.7970)
H (-5.4046, 3.2430, -0.0533)
H (-3.8425, 3.6360, -0.9894)
H (-4.2229, -0.9836, 1.5420)
H (-5.2393, -1.1718, 3.0148)
H (-5.5964, 0.0625, 1.7521)
H (-7.6440, -1.7245, 3.0564)
H (-9.2975, -3.5750, 3.5666)
H (-10.1140, -4.2109, 2.1906)
H (-10.2043, -2.3916, 2.6009)
H (-8.7953, -4.5989, 0.2208)
H (-7.5255, -5.0572, -1.7517)
H (-6.0306, -4.1123, -2.0929)
H (-7.6128, -3.3504, -2.4163)
H (-9.0458, 1.0913, -0.7515)
H (-7.3669, 0.8095, -0.3829)
H (-8.5053, -0.5611, -0.2228)
H (-9.9357, 0.6423, -2.9124)
H (-10.6546, 0.5684, -5.0905)
H (-9.9450, -0.8016, -6.1531)
H (-9.3353, 0.9840, -6.1813)
H (-7.6544, -1.5439, -5.8303)
H (-4.3697, -1.1047, -4.1098)
H (-5.2260, -1.6305, -5.6242)
H (-5.1850, -2.7546, -4.1354)

Values from the calculation:
* net charge: -2
* E_HOMO (spin up / spin down): 0.83 / 0.02 eV
* spin multiplicity: 1

Atom charges from the Mulliken analysis, given in e for atoms 1 to 5:
1. Hg 0.8856
2. C -0.4033
3. C -1.1092
4. P 0.6186
5. C 0.6243